Record 1
ORCA calculation (ωB97M-V with the def2-TZVPD basis set) on 3 unconnected molecules or ions with the total composition C28H51N4O.

```
84
C28H51N4O (ωB97M-V with the def2-TZVPD basis set)
C 3.6200 0.7949 4.7872
C 3.7784 0.4046 3.3238
O 2.8425 1.1148 2.5206
C 3.4507 1.9821 1.5780
C 2.4624 3.0570 1.1384
C 1.5224 3.4428 2.2310
C 0.3854 2.6758 2.4244
N -0.4749 2.9991 3.3791
N -0.3928 4.0218 4.1931
C 0.6601 4.7789 4.0104
C 1.6718 4.5467 3.0510
C 2.7868 5.5526 2.9518
C 4.1991 5.0291 2.9876
C 4.6949 4.3644 4.1129
C 6.0071 3.8936 4.1153
C 6.8528 4.0665 3.0131
C 8.2717 3.5596 3.0113
C 6.3605 4.7547 1.8956
C 5.0510 5.2368 1.8932
H 4.5198 0.5951 5.3604
H 3.4354 1.8664 4.8268
H 2.7732 0.2927 5.2416
H 4.8007 0.5777 2.9920
H 3.5849 -0.6605 3.2156
H 4.3620 2.4133 1.9891
H 3.7423 1.3854 0.7116
H 1.8751 2.6250 0.3279
H 2.9929 3.9065 0.7291
H 0.1786 1.8099 1.8168
H -1.2989 2.4216 3.4958
H 0.7609 5.6362 4.6570
H 2.6141 6.1116 2.0308
H 2.6380 6.2708 3.7566
H 4.0498 4.2389 4.9704
H 6.3830 3.3833 4.9923
H 8.8941 4.2687 3.5544
H 8.3548 2.5827 3.4729
H 8.6407 3.5278 1.9928
H 6.9776 4.9270 1.0276
H 4.6823 5.7705 1.0278
C -3.5190 -0.2199 -1.4032
C -2.0609 -0.1407 -0.9762
N -1.5884 -1.3449 -0.3189
C -0.2986 -1.1867 0.3211
C 0.9217 -0.8811 -0.5509
C -1.7796 -2.5793 -1.0642
C -1.1326 -2.6855 -2.4523
H -4.1623 -0.4583 -0.5558
H -3.8350 0.7402 -1.8128
H -3.6796 -0.9692 -2.1784
H -1.9625 0.6839 -0.2596
H -1.4510 0.1357 -1.8508
H -0.1057 -2.0778 0.9239
H -0.3896 -0.3707 1.0536
H 1.2870 -1.7553 -1.0853
H 1.7324 -0.5369 0.0997
H 0.7279 -0.0904 -1.2776
H -2.8528 -2.7393 -1.1796
H -1.4394 -3.4138 -0.4466
H -1.2594 -1.7737 -3.0380
H -1.5989 -3.4973 -3.0141
H -0.0681 -2.9092 -2.3963
C -4.5702 -4.9840 -2.0504
C -5.6135 -5.2722 -3.1167
N -5.9197 -4.1112 -3.9320
C -7.0883 -4.2934 -4.7774
C -7.0255 -5.3529 -5.8838
C -4.7785 -3.4645 -4.5546
C -3.8901 -4.3012 -5.4862
H -4.8791 -4.1487 -1.4194
H -4.4334 -5.8587 -1.4134
H -3.5990 -4.7474 -2.4883
H -6.5369 -5.5784 -2.6184
H -5.2816 -6.1375 -3.7113
H -7.3403 -3.3278 -5.2239
H -7.9278 -4.5362 -4.1187
H -6.4216 -5.0273 -6.7296
H -8.0305 -5.5453 -6.2638
H -6.6300 -6.3029 -5.5235
H -4.1445 -3.0594 -3.7594
H -5.1410 -2.5873 -5.0963
H -3.6794 -5.2896 -5.0754
H -2.9310 -3.7986 -5.6316
H -4.3350 -4.4314 -6.4709
```

Calculated values
E_HOMO ... -9.360 eV
HOMO-LUMO gap ... 5.084 eV
Charge ... +1
Maximum force ... 0.0176 hartree/bohr
ΔE to the lowest compared entry with this formula, charge and spin ... 0.0 kJ/mol

---

Record 2
ORCA calculation (ωB97M-V with the def2-TZVPD basis set) on a molecular structure, C28H52BF3N10O2Se2Si2Ta at a distorted geometry.

```
101
C28H52BF3N10O2Se2Si2Ta (ωB97M-V with the def2-TZVPD basis set)
Ta 0.2958 0.4798 -0.9489
C -3.3361 2.5603 1.7062
N -2.0194 3.0999 2.0162
C -1.9480 3.8734 3.2503
C -0.9136 2.6008 1.3961
N -0.8537 1.4635 0.7993
N 0.1820 3.4403 1.4253
C 1.4245 3.0800 0.9701
N 2.4230 3.9455 1.2746
N 1.5736 2.0108 0.2832
H -4.0694 3.3536 1.8469
H -3.6097 1.7266 2.3575
H -3.3699 2.2448 0.6660
H -2.4574 4.8312 3.1364
H -0.9187 4.0449 3.5556
H -2.4316 3.3209 4.0592
H -1.6907 0.9070 0.9411
H 0.0444 4.3773 1.7587
H 2.2951 4.6648 1.9633
H 3.3705 3.6958 1.0500
H 2.5457 1.8439 0.0434
O -0.1790 0.8265 -3.6565
C -1.2038 0.3009 -4.4923
C -2.5329 0.3851 -3.7627
C -3.6348 0.1969 -4.8374
O -3.6135 1.1706 -5.8621
C -2.7107 1.7626 -3.1497
Se -1.6551 2.2239 -1.5704
C -2.7771 -0.7401 -2.7603
Se -1.4785 -1.2246 -1.3637
H 0.5127 1.2527 -4.1718
H -0.9815 -0.7333 -4.7775
H -1.2798 0.8971 -5.4026
H -4.6125 0.1632 -4.3452
H -3.4775 -0.7620 -5.3362
H -3.9883 1.9924 -5.5333
H -3.7377 1.8667 -2.7962
H -2.5170 2.5325 -3.8982
H -2.8836 -1.6863 -3.2932
H -3.7043 -0.5573 -2.2154
B 3.7354 0.5106 -1.8912
N 2.9436 -0.6321 -2.5575
C 3.3610 -1.4388 -3.5336
C 2.2727 -2.1119 -4.0571
C 1.1969 -1.6341 -3.3273
N 1.5931 -0.7416 -2.4112
N 3.0141 1.7893 -2.3904
C 3.5160 2.8419 -3.0442
C 2.5031 3.7596 -3.2508
C 1.3793 3.1705 -2.6804
N 1.6926 1.9701 -2.1719
H 4.8716 0.5115 -2.2770
H 3.6521 0.4512 -0.6894
H 4.4078 -1.4836 -3.7852
H 2.2600 -2.8318 -4.8564
H 0.1604 -1.9018 -3.4036
H 4.5595 2.8632 -3.3118
H 2.5659 4.7118 -3.7479
H 0.3699 3.5368 -2.6092
F -5.5896 -3.3030 4.6292
C -4.3001 -3.6790 4.6816
F -4.2290 -4.9563 4.2893
F -3.9176 -3.6195 5.9678
C -3.4475 -2.7742 3.8273
C -3.4136 -1.4164 4.1077
C -2.6384 -0.6084 3.2991
N -1.9278 -1.0530 2.2583
C -1.9714 -2.3576 2.0149
C -2.7111 -3.2613 2.7678
H -3.9782 -1.0016 4.9321
H -2.5685 0.4535 3.5083
H -1.3976 -2.7066 1.1673
H -2.7109 -4.3135 2.5209
C 2.1930 -1.7166 3.5628
Si 1.8614 -0.3438 2.3360
C 0.8193 0.7887 3.4093
C 3.5834 0.4191 2.1890
C 1.3199 -0.8353 0.5373
Si 1.5165 -2.7788 0.3987
C 0.6512 -3.7715 -0.9331
C 1.0340 -3.8251 1.8937
C 3.3509 -2.9878 0.1118
H 2.6037 -1.2182 4.4467
H 2.9298 -2.4459 3.2258
H 1.2993 -2.2547 3.8754
H 1.4999 1.3088 4.0902
H 0.1306 0.1960 4.0149
H 0.2395 1.5210 2.8741
H 3.8533 0.8979 3.1345
H 3.7184 1.1517 1.3960
H 4.3183 -0.3682 1.9990
H 2.2361 -0.5304 -0.0076
H -0.3905 -3.9849 -0.6892
H 1.1861 -4.7270 -0.9626
H 0.6831 -3.3569 -1.9282
H 0.2365 -3.4175 2.5084
H 1.8797 -4.0109 2.5524
H 0.6993 -4.7919 1.5098
H 3.6596 -2.5058 -0.8186
H 3.6160 -4.0462 0.0511
H 3.9365 -2.5425 0.9212
```

Calculated values
E_HOMO ... -10.016 eV
HOMO-LUMO gap ... 6.631 eV
Charge ... +1
Maximum force ... 0.0389 hartree/bohr
ΔE to the lowest compared entry with this formula, charge and spin ... 198.5 kJ/mol

---

Record 3
ORCA calculation (ωB97M-V with the def2-TZVPD basis set) on a molecular structure, C28H52ClOPSc at a distorted geometry.

```
84
C28H52ClOPSc (ωB97M-V with the def2-TZVPD basis set)
Sc -0.3929 1.1652 3.6445
Cl -2.3299 1.3485 2.3169
P -0.3826 0.3228 -0.6462
C -0.2578 3.2024 3.9471
H 0.6627 3.7471 4.2024
H -1.1094 3.9008 3.8654
C 1.0012 -0.5886 -1.5466
C -0.3172 2.1036 -1.2344
C 2.3607 0.0407 -1.1974
H 0.9535 -1.5771 -1.0481
C 3.5142 -0.8634 -1.6506
H 2.4586 1.0173 -1.6964
H 2.4284 0.2291 -0.1146
C 3.4144 -1.2420 -3.1337
H 4.4685 -0.3585 -1.4561
H 3.4991 -1.7785 -1.0422
C 2.0241 -1.7592 -3.5262
H 3.6609 -0.3651 -3.7477
H 4.1640 -2.0077 -3.3651
C 0.8863 -0.8421 -3.0534
H 1.9631 -1.8805 -4.6150
H 1.8740 -2.7528 -3.0810
H 0.9385 0.1077 -3.6035
H -0.0774 -1.3027 -3.3067
C -1.9876 -0.3509 -1.3473
C 0.1914 2.3546 -2.6554
H -1.3767 2.4185 -1.1854
C 0.0472 3.8382 -3.0106
H 1.2503 2.0697 -2.7288
H -0.3594 1.7535 -3.3923
C 0.7690 4.7438 -2.0063
H 0.4370 4.0104 -4.0215
H -1.0222 4.0897 -3.0267
C 0.4000 4.4352 -0.5493
H 1.8534 4.6257 -2.1359
H 0.5373 5.7914 -2.2298
C 0.4732 2.9407 -0.2121
H 1.0580 4.9956 0.1259
H -0.6255 4.7820 -0.3593
H 1.5258 2.6163 -0.2081
H 0.0888 2.7619 0.8062
C -1.9983 -1.8901 -1.2881
H -2.7088 0.0284 -0.5958
C -3.3589 -2.4623 -1.7059
H -1.2198 -2.2913 -1.9544
H -1.7478 -2.2277 -0.2709
C -3.8393 -1.9216 -3.0583
H -3.2957 -3.5564 -1.7437
H -4.0965 -2.2058 -0.9334
C -3.7720 -0.3921 -3.1466
H -3.2280 -2.3577 -3.8599
H -4.8697 -2.2495 -3.2380
C -2.4125 0.1792 -2.7222
H -3.9954 -0.0665 -4.1703
H -4.5425 0.0405 -2.4940
H -1.6580 -0.0904 -3.4765
H -2.4732 1.2762 -2.7123
C -0.0182 -2.7231 2.8118
C -0.3158 -1.7930 3.6689
H 0.9125 -2.6598 2.2337
C -1.6522 -1.7015 4.3641
H 0.4685 -1.0941 4.0437
C -2.3102 -3.0877 4.5422
H -1.5833 -1.2181 5.3497
H -2.3361 -1.0761 3.7626
C -2.2478 -3.9455 3.2769
H -1.8203 -3.6253 5.3614
H -3.3578 -2.9685 4.8400
C -0.8792 -3.9259 2.5457
H -2.4946 -4.9868 3.5269
H -3.0242 -3.6181 2.5738
H -0.3486 -4.8517 2.8172
H -1.0521 -4.0237 1.4640
C 3.3104 1.8823 2.2782
C 2.5833 0.6239 2.7076
C 2.9780 0.0832 4.0689
O 1.1775 0.8608 2.6385
H 2.9592 2.7502 2.8491
H 3.1421 2.0903 1.2165
H 4.3899 1.7960 2.4419
H 2.7984 -0.1566 1.9645
H 2.6022 0.7102 4.8891
H 2.6006 -0.9372 4.1976
H 4.0691 0.0397 4.1612
```

Calculated values
E_HOMO ... -1.732 eV
HOMO-LUMO gap ... 4.274 eV
Charge ... -1
Maximum force ... 0.0527 hartree/bohr

---

Record 4
ORCA calculation (ωB97M-V with the def2-TZVPD basis set) on 6 unconnected molecules or ions with the total composition C28H52FN4O13S6 at a distorted geometry.

```
104
C28H52FN4O13S6 (ωB97M-V with the def2-TZVPD basis set)
O -5.7504 5.7733 1.6902
C -6.7147 5.7219 2.6354
F -6.5790 6.6764 3.7660
N -7.8292 4.7082 2.4952
C -7.3325 3.2799 2.4949
O -7.3541 2.5808 1.3273
N -6.8437 2.5225 3.7475
C -5.3941 2.8575 4.0200
C -4.6925 1.9944 5.2238
C -5.0445 0.3941 5.2328
C -3.9224 -0.3458 4.2760
S -4.4864 -2.0276 3.6101
C -3.6856 -2.1092 1.9010
N -4.2426 -2.4965 0.5491
N -3.1139 -2.2894 -0.2754
C -1.9111 -1.7777 0.5252
O -2.2791 -1.6730 1.9477
H -8.6170 4.8702 3.1598
H -7.0320 1.5108 3.5405
H -7.3958 2.8261 4.5914
H -5.3756 3.9962 4.3720
H -4.8027 2.8154 3.0004
H -3.5149 2.0739 5.0443
H -4.8693 2.4225 6.3076
H -6.1527 0.1231 4.9727
H -4.8619 -0.0193 6.3379
H -2.8675 -0.4651 4.7682
H -3.8181 0.3467 3.3089
H -0.8365 -1.4745 0.1729
C -1.4197 6.3547 6.5986
C -2.3387 7.1854 5.7043
C -3.2035 6.2119 4.9052
S -3.3538 4.7397 5.9060
O -2.6857 3.6501 5.2259
O -4.7143 4.6315 6.3937
C -2.3098 5.2990 7.2375
H -0.9219 6.9707 7.3531
H -0.6456 5.8741 5.9884
H -2.9789 7.8203 6.3288
H -1.7701 7.8445 5.0409
H -4.1976 6.6226 4.7116
H -2.7253 5.9332 3.9621
H -1.7502 4.4587 7.6519
H -2.9534 5.7388 8.0052
C 3.9469 -1.3629 0.8799
C 3.5399 -2.5677 1.7269
C 2.0236 -2.7166 1.6139
S 1.5721 -2.0384 0.0239
O 0.7632 -0.8572 0.2399
O 1.1547 -3.1147 -0.8524
C 3.2124 -1.5217 -0.4430
H 5.0301 -1.3157 0.7350
H 3.6305 -0.4380 1.3766
H 4.0290 -3.4690 1.3378
H 3.8485 -2.4516 2.7705
H 1.7176 -3.7647 1.6619
H 1.5063 -2.1416 2.3868
H 3.1627 -0.5971 -1.0205
H 3.6555 -2.3197 -1.0462
C 3.1831 -0.6529 -5.0963
C 4.4779 -0.6085 -5.9064
C 5.6169 -1.0163 -4.9733
S 4.8943 -2.0914 -3.7430
O 4.9744 -1.4361 -2.4544
O 5.3671 -3.4448 -3.9555
C 3.2179 -1.9697 -4.3350
H 2.3000 -0.5829 -5.7381
H 3.1584 0.1875 -4.3924
H 4.4114 -1.3187 -6.7395
H 4.6539 0.3834 -6.3341
H 6.4029 -1.5543 -5.5092
H 6.0423 -0.1502 -4.4588
H 2.5218 -1.9988 -3.4950
H 3.0370 -2.8163 -5.0040
C 11.3876 0.8403 -5.0769
C 10.9806 -0.3645 -4.2299
C 9.4643 -0.5133 -4.3429
S 9.0128 0.1648 -5.9328
O 8.2039 1.3460 -5.7169
O 8.5954 -0.9114 -6.8092
C 10.6531 0.6815 -6.3997
H 12.4709 0.8875 -5.2218
H 11.0712 1.7653 -4.5801
H 11.4697 -1.2658 -4.6190
H 11.2892 -0.2483 -3.1863
H 9.1583 -1.5615 -4.2949
H 8.9470 0.0617 -3.5699
H 10.6035 1.6062 -6.9773
H 11.0963 -0.1165 -7.0029
C -3.9663 -5.2528 -2.6057
C -4.8854 -4.4221 -3.5001
C -5.7501 -5.3955 -4.2992
S -5.9005 -6.8677 -3.2983
O -5.2323 -7.9573 -3.9784
O -7.2609 -6.9759 -2.8106
C -4.8564 -6.3084 -1.9669
H -3.4685 -4.6367 -1.8512
H -3.1922 -5.7333 -3.2159
H -5.5255 -3.7871 -2.8756
H -4.3168 -3.7629 -4.1635
H -6.7443 -4.9848 -4.4928
H -5.2720 -5.6742 -5.2423
H -4.2968 -7.1487 -1.5525
H -5.5000 -5.8687 -1.1991
```

Calculated values
E_HOMO ... -10.496 eV
HOMO-LUMO gap ... 5.224 eV
Charge ... +1
Maximum force ... 0.1996 hartree/bohr

---

Record 5
ORCA calculation (ωB97M-V with the def2-TZVPD basis set) on a molecular structure, C28H52OP2Tm at a distorted geometry.

```
84
C28H52OP2Tm (ωB97M-V with the def2-TZVPD basis set)
Tm -0.0034 -0.2425 0.7259
C -0.5837 -2.4459 2.2115
C 0.7823 -2.5482 1.7466
C 0.7141 -1.0584 3.5326
C -0.6066 -1.5329 3.3046
C 1.5780 -1.6500 2.5629
C -1.6873 -3.3788 1.8597
H -1.6021 -3.7598 0.8385
H -2.6631 -2.8777 1.9360
H -1.7101 -4.2402 2.5456
C -1.7606 -1.2771 4.2086
H -2.6359 -1.8636 3.9198
H -2.0467 -0.2196 4.1916
H -1.5008 -1.5340 5.2442
C 1.1432 -0.2728 4.7148
H 0.9159 -0.8227 5.6399
H 0.6118 0.6834 4.7605
H 2.2111 -0.0626 4.6845
C 3.0561 -1.5967 2.6054
H 3.4447 -2.2727 3.3820
H 3.4049 -0.5857 2.8558
H 3.5108 -1.8776 1.6518
C 1.3323 -3.6491 0.9290
H 1.6138 -4.4947 1.5710
H 2.2352 -3.3409 0.3928
H 0.6150 -4.0242 0.1895
C -1.6107 0.5486 -3.9108
C -1.6889 -0.7950 -3.8819
C -0.8822 -1.6408 -4.8407
C 0.6143 -1.2549 -4.9469
C 1.2344 -0.6659 -3.7126
C 1.3996 0.6662 -3.6112
C 0.6890 1.6749 -4.4693
C -0.7606 1.2984 -4.8999
H -1.2910 -1.6116 -5.8660
H 0.7216 -0.5800 -5.8143
H -0.9604 -2.6977 -4.5405
H -0.7129 0.8048 -5.8789
H -2.3274 1.1715 -3.3535
H -2.4939 -1.3308 -3.3603
H -1.2645 2.2496 -5.1075
H 0.6684 2.6316 -3.9273
H 2.1675 1.1143 -2.9768
H 1.2593 1.8529 -5.3988
H 1.1767 -2.1514 -5.2476
H 1.7039 -1.3827 -3.0176
P -1.7448 -0.2460 -1.1452
P 2.2500 0.9730 -0.1818
C -0.4741 1.1433 -1.5506
C 0.7731 1.8957 -0.9302
H -1.1093 1.9586 -1.9292
H -0.0904 0.6240 -2.4425
H 1.2593 2.4112 -1.7674
H 0.4200 2.6818 -0.2454
C 3.0601 2.2405 0.8230
H 3.8256 1.7412 1.4358
H 2.3197 2.7071 1.4921
H 3.5293 3.0029 0.1913
C 3.4985 0.2445 -1.2930
H 4.0100 0.9884 -1.9042
H 3.0395 -0.4918 -1.9577
H 4.2287 -0.2778 -0.6748
C -3.5123 -0.0302 -1.4269
H -4.0348 -0.8090 -0.8267
H -3.8450 -0.1268 -2.4691
H -3.8113 0.9690 -1.0469
C -0.7316 -1.7722 -1.5153
H 0.1820 -1.9145 -0.8865
H -0.3596 -1.7824 -2.5435
H -1.3846 -2.6524 -1.3994
C -0.9776 2.3748 4.1877
C -1.1906 2.3300 2.6961
C -2.6865 2.2466 2.4715
C -0.6029 3.6234 2.1711
O -0.5260 1.2317 2.0750
H 0.0800 2.4735 4.4235
H -1.3514 1.4825 4.6797
H -1.4951 3.2353 4.6296
H -3.1832 3.1274 2.8884
H -2.9443 2.2001 1.4151
H -3.0987 1.3632 2.9656
H 0.4559 3.6774 2.4398
H -0.6873 3.7110 1.0917
H -1.1012 4.4887 2.6165
```

Calculated values
E_HOMO (alpha / beta) ... -9.272 / -9.265 eV
HOMO-LUMO gap (alpha / beta) ... 6.839 / 6.846 eV
Charge ... +1
Maximum force ... 0.1036 hartree/bohr
Multiplicity ... 3

---

| no. | E (a.u.) |
| --- | --- |
| 1 | -1391.47266 |
| 2 | -7559.45869 |
| 3 | -2735.64286 |
| 4 | -4783.57454 |
| 5 | -2940.90298 |